[1]
Molecular formula: C35H36N2O4S2
Method: DFT, wB97M-V/def2-TZVPD

Computed properties:
HOMO ... -7.670 eV
Energy ... -69715.58876 eV
Relative energy (zero: lowest compared OMol25 entry of this formula, charge and spin) ... 98.3 kJ/mol
Frontier orbital gap ... 8.1 eV

```
79
C35H36N2O4S2 wB97M-V/def2-TZVPD
C -6.82 0.23 -1.14
C -5.34 0.42 -1.39
C -4.77 1.69 -1.33
C -3.39 1.87 -1.41
C -2.86 3.25 -1.32
C -2.56 0.75 -1.61
N -1.17 1.01 -1.91
C -0.05 0.67 -1.26
N 1.04 1.22 -1.89
C 2.42 0.86 -1.81
C 2.79 -0.50 -1.85
C 1.82 -1.63 -1.80
C 4.14 -0.84 -1.88
C 5.13 0.12 -1.74
C 6.55 -0.30 -1.49
C 4.77 1.46 -1.89
C 3.43 1.86 -1.92
C 3.20 3.33 -2.04
C 0.62 1.85 -3.17
C -0.87 1.67 -3.20
C -3.15 -0.50 -1.90
C -2.33 -1.61 -2.47
C -4.53 -0.67 -1.72
H -7.15 -0.79 -1.37
H -7.09 0.41 -0.09
H -7.42 0.92 -1.74
H -5.42 2.56 -1.24
H -1.79 3.30 -1.09
H -3.04 3.79 -2.27
H -3.40 3.80 -0.54
H 2.16 -2.38 -1.08
H 0.83 -1.32 -1.51
H 1.77 -2.10 -2.79
H 4.40 -1.90 -1.93
H 7.22 0.57 -1.46
H 6.67 -0.82 -0.53
H 6.92 -0.98 -2.26
H 5.55 2.22 -1.98
H 3.75 3.89 -1.27
H 3.61 3.67 -3.01
H 2.14 3.63 -2.00
H 0.89 2.91 -3.22
H 1.11 1.35 -4.02
H -1.20 1.05 -4.04
H -1.42 2.62 -3.24
H -2.92 -2.54 -2.48
H -2.07 -1.37 -3.52
H -1.40 -1.78 -1.91
H -4.97 -1.66 -1.91
C -2.06 -1.45 6.82
C -0.96 -1.56 5.99
C -1.14 -1.32 4.63
C -2.37 -1.04 4.06
C -3.48 -0.93 4.90
C -3.32 -1.14 6.27
S -2.34 -0.90 2.25
O -2.91 -2.10 1.66
O -2.81 0.41 1.86
C -0.57 -1.01 2.04
C 0.19 -0.62 0.99
C 1.60 -0.94 1.11
C 2.07 -2.26 1.38
C 3.37 -2.46 1.83
C 4.26 -1.38 1.83
C 3.87 -0.11 1.42
C 2.54 0.10 1.05
S 0.25 -1.54 3.55
O 1.23 -0.60 4.02
O 0.49 -2.96 3.49
H -1.93 -1.62 7.89
H 0.04 -1.84 6.35
H -4.45 -0.71 4.46
H -4.18 -1.07 6.93
H -0.19 0.00 0.03
H 1.36 -3.10 1.25
H 3.64 -3.44 2.22
H 5.27 -1.53 2.22
H 4.56 0.73 1.40
H 2.18 1.10 0.77
```

=====

[2]
Molecular formula: C2H4N2
Method: DFT, wB97M-V/def2-TZVPD

Computed properties:
2S+1 ... 3
HOMO (alpha / beta) ... -5.122 / -11.703 eV
Energy ... -5111.98693 eV
Relative energy (zero: lowest compared OMol25 entry of this formula, charge and spin) ... 275.4 kJ/mol
Frontier orbital gap (alpha / beta) ... 6.0 / 8.2 eV

```
8
C2H4N2 wB97M-V/def2-TZVPD
C -0.28 0.64 -1.53
C -0.13 -0.49 0.80
N -0.27 0.64 -2.66
N 0.10 0.65 0.00
H 0.62 -1.32 0.67
H 0.02 -0.16 1.78
H -1.12 -0.86 0.78
H 1.06 0.91 0.16
```

=====

[3]
Molecular formula: C15H43O6
Method: DFT, wB97M-V/def2-TZVPD

Computed properties:
HOMO ... -12.812 eV
Energy ... -28525.37530 eV
Relative energy (zero: lowest compared OMol25 entry of this formula, charge and spin) ... 635.7 kJ/mol
Total charge ... +1
Frontier orbital gap ... 10.2 eV

```
64
C15H43O6 wB97M-V/def2-TZVPD
O 28.92 8.34 31.71
H 28.50 7.97 30.90
H 29.77 8.56 31.32
H 28.46 9.17 32.00
C 25.32 10.65 31.23
C 26.45 10.72 32.18
C 26.27 9.60 33.31
O 27.63 10.64 31.61
H 25.51 9.73 30.66
H 25.21 11.42 30.48
H 24.18 10.63 31.66
H 26.38 11.75 33.01
H 26.27 8.72 32.79
H 25.28 9.79 33.89
H 26.91 9.54 34.12
H 27.90 11.64 31.33
C 28.51 5.29 29.14
C 27.22 5.90 29.78
C 26.78 5.44 31.18
O 27.33 7.22 29.80
H 28.49 4.25 29.08
H 29.28 5.41 29.81
H 28.78 5.68 28.17
H 26.51 5.45 28.98
H 25.77 5.75 31.61
H 27.46 5.73 31.91
H 26.88 4.41 31.06
H 26.90 7.56 29.00
C 30.33 7.84 36.15
C 30.69 9.00 35.18
C 31.91 8.64 34.27
O 29.53 9.24 34.19
H 30.44 6.85 35.63
H 29.28 7.88 36.58
H 30.98 7.74 37.09
H 30.85 9.80 35.96
H 32.67 8.52 34.88
H 32.09 9.35 33.57
H 31.49 7.78 33.74
H 28.95 9.95 34.49
C 33.34 9.24 30.35
C 31.92 9.23 29.76
C 31.36 7.94 29.14
O 30.96 9.69 30.59
H 34.06 8.60 29.90
H 33.23 8.91 31.48
H 33.54 10.31 30.49
H 32.07 9.88 29.02
H 31.20 7.26 29.95
H 32.03 7.46 28.54
H 30.43 8.26 28.76
H 31.14 10.50 31.03
C 27.25 9.74 27.77
C 25.78 9.56 27.48
C 25.32 9.27 26.07
O 25.24 8.58 28.31
H 27.43 9.77 28.80
H 27.60 10.76 27.61
H 27.79 9.04 27.41
H 25.26 10.46 27.69
H 25.64 8.25 25.77
H 25.89 10.02 25.37
H 24.18 9.38 26.09
H 24.28 8.88 28.58
```

=====

[4]
Molecular formula: C28H24N
Method: DFT, wB97M-V/def2-TZVPD

Computed properties:
HOMO ... -9.802 eV
Energy ... -30908.15477 eV
Relative energy (zero: lowest compared OMol25 entry of this formula, charge and spin) ... 18.6 kJ/mol
Total charge ... +1
Frontier orbital gap ... 4.0 eV

```
53
C28H24N wB97M-V/def2-TZVPD
C 4.34 -3.36 0.35
C 3.28 -2.45 0.39
C 2.00 -2.97 0.44
C 1.76 -4.36 0.47
C 2.81 -5.26 0.42
C 4.11 -4.75 0.37
C 0.34 -4.56 0.52
C -0.27 -3.27 0.54
C -1.64 -3.13 0.47
C -2.41 -4.31 0.48
C -1.81 -5.58 0.49
C -0.42 -5.72 0.49
N 0.76 -2.30 0.50
C 0.62 -0.93 0.52
C -0.47 -0.27 0.97
H 5.36 -2.99 0.31
H 3.41 -1.37 0.39
H 2.58 -6.33 0.42
H 4.96 -5.43 0.35
H -2.09 -2.15 0.42
H -3.50 -4.23 0.47
H -2.43 -6.48 0.48
H 0.11 -6.67 0.47
H 1.53 -0.40 0.20
H -0.44 0.81 0.89
H -1.29 -0.77 1.49
C 2.62 3.74 -3.82
C 1.72 3.55 -2.64
C 2.23 3.70 -1.35
C 1.43 3.51 -0.25
C 0.05 3.14 -0.38
C -0.69 2.93 0.81
C -2.08 3.13 1.05
C -2.53 3.05 2.40
C -3.88 3.06 2.70
C -4.84 3.11 1.67
C -4.41 3.28 0.35
C -3.06 3.37 0.04
C -0.44 2.95 -1.71
C 0.37 3.21 -2.80
H 2.06 3.71 -4.76
H 3.15 4.70 -3.77
H 3.39 2.95 -3.85
H 3.28 3.98 -1.23
H 1.83 3.65 0.76
H -0.09 2.75 1.71
H -1.78 2.99 3.20
H -4.21 3.01 3.74
H -5.91 3.05 1.90
H -5.15 3.35 -0.45
H -2.75 3.64 -0.97
H -1.45 2.56 -1.85
H -0.04 3.14 -3.81
```

=====

[5]
Molecular formula: C2H7N2
Method: DFT, wB97M-V/def2-TZVPD

Computed properties:
HOMO ... -14.861 eV
Energy ... -5159.12622 eV
SMILES string ... C=NC[NH3+]
Relative energy (zero: lowest compared OMol25 entry of this formula, charge and spin) ... 225.7 kJ/mol
Total charge ... +1
Frontier orbital gap ... 11.1 eV

```
11
C2H7N2 wB97M-V/def2-TZVPD
C 2.01 -0.11 0.06
N 0.79 -0.37 -0.02
C -0.24 0.48 -0.09
N -1.52 -0.41 -0.01
H 2.51 -1.04 -0.09
H 2.63 0.77 -0.11
H -0.47 1.09 0.90
H -0.40 1.21 -0.87
H -1.71 -1.14 -0.72
H -2.24 0.31 0.04
H -1.36 -0.79 0.92
```

=====

[6]
Molecular formula: C3H10NOS2
Method: DFT, wB97M-V/def2-TZVPD

Computed properties:
HOMO ... -2.667 eV
Energy ... -28480.71411 eV
Relative energy (zero: lowest compared OMol25 entry of this formula, charge and spin) ... 232.6 kJ/mol
Total charge ... -1
Frontier orbital gap ... 5.7 eV

```
17
C3H10NOS2 wB97M-V/def2-TZVPD
C -1.68 -0.58 1.11
N -1.96 -0.53 -0.32
C -1.59 0.83 -0.88
O -0.37 1.27 -0.58
H -0.69 -0.18 1.32
H -1.74 -1.61 1.45
H -2.43 0.01 1.64
H -1.39 -1.22 -0.79
H -2.41 1.48 -0.49
H -1.76 0.70 -1.98
C 2.30 0.24 -1.06
S 2.76 0.75 0.59
S 2.42 -1.08 1.52
H 2.89 -0.61 -1.39
H 2.48 1.05 -1.76
H 1.23 0.04 -1.06
H 1.95 -0.56 2.67
```

=====

[7]
Molecular formula: C5H12N2
Method: DFT, wB97M-V/def2-TZVPD

Computed properties:
HOMO ... -8.988 eV
Energy ... -8358.45106 eV
SMILES string ... C=CCCNCN
Relative energy (zero: lowest compared OMol25 entry of this formula, charge and spin) ... 162.6 kJ/mol
Frontier orbital gap ... 10.1 eV

```
19
C5H12N2 wB97M-V/def2-TZVPD
C -1.88 1.73 1.65
C -1.95 1.30 0.40
C -0.89 0.55 -0.40
C 0.54 0.80 0.06
N 1.45 -0.17 -0.61
C 1.32 -1.53 -0.15
N 0.96 -2.51 -1.19
H -2.74 1.98 2.25
H -0.94 1.74 2.20
H -2.93 1.31 -0.07
H -1.03 -0.53 -0.39
H -1.02 0.88 -1.43
H 0.88 1.77 -0.30
H 0.56 0.73 1.15
H 2.35 0.28 -0.56
H 2.23 -1.84 0.36
H 0.52 -1.63 0.60
H 1.83 -2.91 -1.54
H 0.74 -1.94 -2.02
```

=====

[8]
Molecular formula: C14H32F6N6O8S2
Method: DFT, wB97M-V/def2-TZVPD

Computed properties:
HOMO ... -8.678 eV
Energy ... -78332.40193 eV
Relative energy (zero: lowest compared OMol25 entry of this formula, charge and spin) ... 231.6 kJ/mol
Frontier orbital gap ... 8.8 eV

```
68
C14H32F6N6O8S2 wB97M-V/def2-TZVPD
N 0.17 0.35 -0.01
H 0.59 -0.08 0.80
H 0.05 -0.24 -0.82
H 0.85 1.05 -0.25
H -0.73 0.71 0.30
C 2.05 -2.85 0.38
F 0.82 -2.79 -0.07
F 2.52 -4.10 0.35
F 2.80 -2.03 -0.36
S 1.99 -2.22 2.21
O 0.90 -2.98 2.84
O 3.34 -2.49 2.78
N 1.54 -0.58 1.95
S 2.33 0.11 3.05
O 1.96 -0.24 4.47
O 3.76 0.26 2.86
C 1.67 2.03 2.85
F 2.34 2.61 1.86
F 0.35 2.16 2.54
F 1.91 2.67 4.01
C 3.00 3.78 -2.51
C 3.01 2.41 -1.82
O 1.92 1.90 -1.61
N 4.17 1.89 -1.42
C 4.26 0.72 -0.54
H 2.15 4.44 -2.31
H 2.95 3.68 -3.60
H 3.91 4.30 -2.23
H 5.02 2.40 -1.63
H 4.72 -0.14 -1.03
H 3.35 0.51 0.02
H 5.04 1.12 0.11
C -2.09 -1.60 -3.96
C -0.71 -1.41 -3.38
O -0.60 -0.80 -2.36
N 0.30 -1.85 -4.11
C 1.71 -1.68 -3.73
H -2.49 -2.55 -3.60
H -2.12 -1.72 -5.05
H -2.78 -0.79 -3.72
H 0.13 -2.30 -5.00
H 1.81 -0.78 -3.11
H 2.43 -1.62 -4.55
H 1.86 -2.54 -3.07
C -3.41 2.60 2.31
C -3.28 1.76 1.03
O -2.27 1.09 0.86
N -4.29 1.65 0.16
C -4.15 0.96 -1.16
H -4.19 3.34 2.13
H -2.52 3.18 2.52
H -3.52 2.03 3.24
H -5.18 2.09 0.34
H -3.85 -0.07 -0.94
H -3.36 1.38 -1.78
H -5.09 0.96 -1.71
C -1.69 -0.72 3.78
C -2.19 -1.83 2.83
O -2.54 -2.90 3.26
N -2.33 -1.55 1.49
C -2.75 -2.46 0.46
H -0.60 -0.75 3.84
H -2.24 -0.95 4.69
H -2.04 0.21 3.34
H -2.17 -0.60 1.18
H -2.40 -3.47 0.61
H -2.22 -2.14 -0.44
H -3.84 -2.49 0.44
```